Formula: C26H35FN3O3
Source: the OMol25 dataset
Level of theory: wB97M-V/def2-TZVPD

## Properties
HOMO energy: -9.888 eV
Kohn-Sham gap: 7.68 eV
ΔE to the lowest compared entry with this formula, charge and spin: 13.8 kJ/mol
Multiplicity: 1
Total charge: +1
Total energy: -40854.4508 eV

Geometry as XYZ:
```
68
C26H35FN3O3 (wB97M-V/def2-TZVPD)
C -6.57 -6.13 0.62
C -5.07 -6.38 0.54
O -4.32 -5.48 1.35
C -4.16 -4.18 1.00
C -4.51 -3.67 -0.25
C -4.29 -2.34 -0.58
C -3.71 -1.49 0.34
C -3.44 -0.05 -0.02
N -2.23 0.05 -0.90
C -1.00 -0.31 -0.16
C 0.19 -0.36 -1.11
C 0.40 1.00 -1.79
C 0.82 2.04 -0.75
O 0.02 2.39 0.11
N 2.06 2.57 -0.81
C 3.18 2.20 -1.63
C 4.30 1.64 -0.73
N 4.69 2.57 0.29
C 5.74 3.46 0.07
C 6.29 3.71 -1.19
C 7.37 4.56 -1.35
C 7.93 5.21 -0.27
C 7.42 4.98 0.99
C 6.36 4.12 1.15
F 5.91 3.89 2.41
C 3.55 2.96 1.09
C 2.45 3.54 0.20
C -0.91 1.42 -2.47
C -2.09 1.39 -1.50
C -3.36 -1.98 1.59
C -3.58 -3.31 1.94
O -3.16 -3.61 3.19
C -3.50 -4.83 3.83
H -6.90 -6.21 1.65
H -7.09 -6.87 0.02
H -6.83 -5.14 0.25
H -4.71 -6.34 -0.50
H -4.83 -7.36 0.95
H -4.97 -4.31 -0.99
H -4.59 -1.99 -1.56
H -3.26 0.55 0.87
H -4.29 0.37 -0.57
H -2.35 -0.64 -1.65
H -1.15 -1.28 0.32
H -0.83 0.46 0.60
H 1.08 -0.64 -0.54
H 0.03 -1.13 -1.87
H 1.16 0.89 -2.57
H 2.92 1.45 -2.38
H 3.54 3.10 -2.14
H 5.17 1.35 -1.33
H 3.92 0.74 -0.23
H 5.88 3.23 -2.06
H 7.76 4.72 -2.34
H 8.77 5.88 -0.40
H 7.84 5.45 1.87
H 3.83 3.70 1.84
H 3.17 2.07 1.61
H 1.57 3.79 0.80
H 2.82 4.44 -0.30
H -0.82 2.42 -2.87
H -1.10 0.74 -3.31
H -3.01 1.65 -2.02
H -1.91 2.10 -0.70
H -2.92 -1.34 2.34
H -3.12 -4.73 4.84
H -3.02 -5.69 3.35
H -4.58 -4.98 3.85
```

Okay, here come the Löwdin numbers, in e, for every atom: -0.053 -0.223 -0.067 -0.179 -0.001 -0.044 -0.244 -0.064 -0.082 -0.100 -0.090 -0.210 -0.404 0.028 -0.031 -0.107 -0.137 -0.094 -0.165 -0.027 -0.087 -0.083 -0.006 -0.202 0.056 -0.118 -0.090 -0.096 -0.110 0.039 -0.181 -0.053 -0.053 0.083 0.084 0.070 0.118 0.130 0.112 0.116 0.149 0.142 0.189 0.136 0.137 0.134 0.131 0.125 0.114 0.129 0.126 0.128 0.099 0.106 0.106 0.122 0.122 0.135 0.124 0.140 0.138 0.129 0.141 0.132 0.136 0.099 0.095 0.100